Computed, not measured: C40H39AgN3O5P as an isolated structure, with ωB97M-V/def2-TZVPD.

Each line ends with the Mulliken charge.
Atoms and positions in Å:
Ag: -0.3570 -0.0411 0.0761  2.35
C: 1.3383 -0.7039 -4.4331  -0.52
O: 2.4123 -0.6567 -3.4735  -0.48
C: 1.8230 -0.4077 -2.2809  -0.15
N: 0.5726 -0.2208 -2.2583  0.08
C: 0.0880 -0.2430 -3.6325  -0.28
C: -1.1500 -1.0740 -3.8737  -0.48
C: -1.6768 -1.9111 -2.9012  0.72
C: -2.8298 -2.6405 -3.1539  -0.82
C: -3.4639 -2.5433 -4.3818  -0.56
C: -2.9369 -1.7144 -5.3620  -0.60
C: -1.7887 -0.9817 -5.1077  -0.52
C: 2.6657 -0.2238 -1.0844  -0.05
C: 4.0284 0.0279 -1.1647  -0.85
C: 4.7044 0.3724 -0.0032  -0.60
C: 3.9954 0.4739 1.1812  -1.02
C: 2.6385 0.1678 1.1677  0.09
N: 1.9990 -0.2080 0.0658  0.89
C: 1.8116 0.2539 2.3805  -0.23
N: 0.5800 -0.0552 2.4462  0.91
C: 0.1595 0.1069 3.8385  -0.75
C: 1.3817 0.7972 4.4951  -0.62
O: 2.4222 0.6715 3.5104  -0.48
C: -1.1193 0.8794 4.0573  -0.15
C: -1.5887 1.7998 3.1273  0.24
C: -2.7269 2.5480 3.4019  -0.51
C: -3.4045 2.3752 4.5992  -0.59
C: -2.9410 1.4540 5.5278  -0.65
C: -1.8035 0.7110 5.2582  -0.53
H: 1.2384 -1.7271 -4.7981  0.35
H: 1.5865 -0.0434 -5.2609  0.32
H: -0.1647 0.7922 -3.8875  0.49
H: -1.1920 -1.9789 -1.9387  0.19
H: -3.2355 -3.2827 -2.3818  0.42
H: -4.3701 -3.1030 -4.5757  0.40
H: -3.4262 -1.6318 -6.3244  0.38
H: -1.3908 -0.3234 -5.8731  0.42
H: 4.5333 -0.0232 -2.1194  0.60
H: 5.7659 0.5770 -0.0285  0.44
H: 4.4653 0.7819 2.1044  0.59
H: 0.0268 -0.8991 4.2553  0.46
H: 1.7117 0.3231 5.4165  0.32
H: 1.1952 1.8577 4.6712  0.42
H: -1.0568 1.9439 2.1939  0.43
H: -3.0783 3.2673 2.6734  0.40
H: -4.2911 2.9599 4.8101  0.42
H: -3.4673 1.3148 6.4639  0.38
H: -1.4490 -0.0095 5.9884  0.42
C: -0.4059 7.1316 -0.0922  -0.79
O: -1.7637 6.7722 -0.2391  -0.47
C: -2.0458 5.4456 -0.2991  1.24
C: -3.4183 5.1301 -0.4140  -1.13
C: -3.7977 3.8217 -0.4527  -0.77
C: -2.8840 2.7402 -0.3944  0.51
C: -3.3444 1.3730 -0.3216  0.58
C: -4.8212 1.0591 -0.1258  -1.55
O: -2.6165 0.3752 -0.3649  -0.40
C: -1.4712 3.0581 -0.3276  -0.70
O: -0.5337 2.2063 -0.3034  -0.49
C: -1.1132 4.4474 -0.2607  -0.31
H: -0.3842 8.2156 -0.0123  0.23
H: 0.1831 6.8176 -0.9585  0.31
H: 0.0275 6.6932 0.8109  0.32
H: -4.1384 5.9357 -0.4658  0.42
H: -4.8561 3.6249 -0.5443  0.22
H: -5.4953 1.9062 -0.1801  0.40
H: -4.9187 0.5974 0.8588  0.27
H: -5.1116 0.3161 -0.8686  0.30
H: -0.0539 4.6517 -0.1853  0.31
C: 1.2537 -3.2711 1.6399  -1.28
P: -0.0852 -2.8054 0.4527  1.23
C: -1.5255 -2.8771 1.5929  -1.30
C: -0.2135 -4.4344 -0.3940  0.33
C: -1.3588 -5.2262 -0.3785  -0.19
C: -1.3782 -6.4543 -1.0273  -0.71
C: -0.2574 -6.9044 -1.7059  -0.48
C: 0.8803 -6.1104 -1.7547  -0.68
C: 0.8960 -4.8833 -1.1129  -0.77
H: 2.2125 -3.3202 1.1232  0.35
H: 1.0406 -4.2367 2.0990  0.50
H: 1.3171 -2.5034 2.4087  0.26
H: -1.5767 -3.8206 2.1390  0.47
H: -2.4440 -2.7109 1.0290  0.36
H: -1.4167 -2.0449 2.2894  -0.06
H: -2.2459 -4.8891 0.1425  0.32
H: -2.2752 -7.0602 -0.9982  0.41
H: -0.2712 -7.8679 -2.1990  0.38
H: 1.7533 -6.4480 -2.2993  0.40
H: 1.7819 -4.2587 -1.1692  0.28

Values from the calculation:
maximum force	0.840	eV/A
lowest unoccupied orbital energy	-0.3	eV
highest occupied orbital energy	-6.648	eV
molecular weight	780.61	u
total charge	0

Computed, not measured: a 8-piece molecular cluster, C10H33NO10 overall, with ωB97M-V/def2-TZVPD.

Each line ends with the Mulliken charge.
Atoms and positions in Å:
O: 0.8014 4.2196 1.5300  -0.53
C: 0.0694 3.1719 1.0598  0.17
C: 0.7319 2.1705 -0.0559  -0.47
N: 0.1760 0.7643 -0.0705  0.10
C: 0.8643 -0.1544 0.9144  0.29
O: 0.5504 -1.4778 0.8443  -0.48
O: 1.8749 0.2283 1.9134  -0.47
H: -1.0341 3.1105 1.4805  0.23
H: 0.4852 2.6439 -1.1221  0.31
H: 1.9205 2.1882 0.0225  0.29
H: -0.8645 0.7319 -0.0045  0.19
H: 1.4914 0.8049 2.6377  0.36
C: 1.3499 -1.9643 -3.1195  -0.65
O: 0.4756 -1.1108 -2.4044  -0.38
H: 1.0232 -2.0159 -4.1608  0.24
H: 2.3659 -1.5641 -3.0781  0.19
H: 1.3229 -2.9650 -2.6815  0.23
H: 0.7904 -1.0847 -1.4848  0.29
C: -2.9383 5.7258 1.7348  -0.43
O: -3.2187 4.3504 1.9190  -0.49
H: -1.9019 5.9187 2.0218  0.22
H: -3.0781 5.9895 0.6836  0.15
H: -3.6049 6.3218 2.3629  0.30
H: -4.1442 4.2096 1.6564  0.27
C: 4.4890 -1.1811 -0.8279  -0.03
O: 4.2279 -0.1665 0.1243  -0.49
H: 5.4322 -0.9600 -1.3330  0.27
H: 4.5671 -2.1462 -0.3213  0.27
H: 3.6817 -1.2080 -1.5638  -0.24
H: 3.3857 -0.3896 0.5561  0.28
C: 0.5928 -5.2536 1.0531  -0.28
O: -0.3887 -4.2364 0.9743  -0.49
H: 0.2187 -6.0599 1.6882  -0.07
H: 0.7948 -5.6445 0.0528  0.27
H: 1.5082 -4.8450 1.4880  0.28
H: -0.0289 -3.5353 0.4048  0.32
C: -2.7241 1.0665 -2.3080  -0.64
O: -2.9853 2.0810 -1.3558  -0.44
H: -1.7809 1.2875 -2.8131  0.19
H: -2.6461 0.1014 -1.8014  0.29
H: -3.5314 1.0396 -3.0439  0.33
H: -3.8274 1.8580 -0.9240  0.26
C: -1.5118 6.2766 -2.4067  -0.46
O: -2.5424 7.0200 -1.7827  -0.52
H: -0.6530 6.2253 -1.7334  0.19
H: -1.8675 5.2652 -2.6179  0.17
H: -1.2152 6.7713 -3.3349  0.32
H: -3.2904 7.0485 -2.4032  0.30
C: 0.4530 -8.3803 3.4114  -0.49
O: 1.8408 -8.5947 3.5907  -0.51
H: 0.2435 -8.2832 2.3436  0.17
H: -0.1030 -9.2307 3.8137  0.29
H: 0.1560 -7.4619 3.9237  0.24
H: 1.9962 -8.6769 4.5470  0.30

Values from the calculation:
maximum force	8.633	eV/A
lowest unoccupied orbital energy	-0.2	eV
SMILES string	O=CCNC(=O)O.CO.CO.CO.CO.CO.CO.CO
highest occupied orbital energy	-9.790	eV
molecular weight	327.37	u
total charge	0

- Look up the molecular weight of the first one.
  780.61 u

- Look up the total charge of the second one.
  0

- Look up the total charge of the second one.
  0